Here is C16H31NOP2Pt as an isolated structure in a non-equilibrium geometry from the Open Molecules 2025 dataset. Energies are from the ωB97M-V functional and the def2-TZVPD basis.

Results
HOMO-LUMO gap (spin up / spin down) = 0.22062 / 0.25451 Eh
2S+1 = 5
Energy relative to the best compared isomer or geometry (same formula, charge and spin) = 0.00 kcal per mole
Charge = +2
Largest force on an atom = 3.36 eV/A
LUMO (spin up / spin down) = -5.3 / -8.4 eV

The geometry in XYZ format:
```
52
Properties=species:S:1:pos:R:3:forces:R:3
P 0.5859 -3.3930 -0.1338 0.33 -0.86 -1.99
P 0.0411 3.7395 2.5293 0.04 -1.84 0.42
C 1.1762 1.9637 0.7912 -0.08 -0.55 -0.01
C 1.2703 3.3511 1.2200 0.25 1.35 0.82
H 0.2199 1.4506 0.9574 0.44 -0.11 -0.27
H 1.9778 1.4361 0.2689 -0.25 0.36 0.35
H 2.2654 3.6310 1.6252 -0.39 -0.05 -0.37
H 0.9887 4.0895 0.4312 0.42 -0.28 0.21
C -1.4870 4.1789 1.7098 -0.20 0.33 0.14
H -2.1504 4.6943 2.4135 0.05 -0.11 -0.14
H -1.9919 3.2779 1.3373 0.25 0.14 0.13
H -1.2696 4.8451 0.8646 -0.04 -0.08 0.25
C 0.6814 4.9058 3.7083 0.00 0.39 0.24
H 0.8293 5.8885 3.2462 -0.02 -0.15 0.01
H 1.6436 4.5467 4.1024 -0.27 0.01 -0.22
H -0.0159 5.0112 4.5501 0.07 -0.03 -0.26
C -0.3850 -4.9126 -0.1181 -0.05 0.01 0.67
H -0.0593 -5.4944 0.7550 -0.21 -0.05 -0.29
H -0.2239 -5.4784 -1.0454 0.00 0.13 0.20
H -1.4482 -4.6586 -0.0011 0.30 -0.18 -0.11
C 2.3425 -3.7847 -0.0273 0.15 0.03 0.55
H 2.9345 -2.8647 0.0693 -0.13 -0.30 -0.12
H 2.6803 -4.3740 -0.8906 -0.12 0.14 0.12
H 2.4762 -4.3680 0.8960 0.09 0.08 -0.31
Pt -0.6824 -0.3493 -0.2582 0.89 -0.48 1.89
C 0.1790 0.5977 -1.8908 -0.87 1.19 -0.55
C -1.2482 0.8723 -1.8126 0.56 1.32 -1.39
C -2.2544 0.1498 -2.6730 -0.44 -0.08 -0.07
C -1.9194 -1.3468 -2.7691 -0.25 -0.73 -0.15
C -1.1991 -1.8559 -1.5008 -1.03 -1.59 -1.53
C 0.1451 -2.5525 -1.7341 0.07 -0.34 0.20
C 1.2998 -1.6602 -2.2484 0.23 0.00 -0.28
C 0.8430 -0.3382 -2.8876 0.35 0.07 0.05
C -0.3312 -1.3684 1.4756 -0.16 0.85 1.51
H 0.8215 1.4302 -1.5770 -0.34 -0.27 -0.05
H -1.5009 1.9029 -1.5282 0.02 -0.40 0.01
H -2.3339 0.6395 -3.6578 0.10 -0.17 0.21
H -3.2582 0.2396 -2.2246 0.38 0.14 -0.06
H -2.8500 -1.9275 -2.8550 0.22 0.31 -0.18
H -1.3355 -1.5892 -3.6627 -0.21 0.08 0.11
H -1.9103 -2.5147 -0.9660 0.35 0.13 -0.01
H 0.0249 -3.4022 -2.4330 -0.03 0.03 0.15
H 1.9087 -2.2121 -2.9828 -0.26 0.08 0.29
H 1.9850 -1.4163 -1.4259 -0.07 0.10 -0.11
H 1.7513 0.1759 -3.2348 -0.26 -0.15 0.01
H 0.2232 -0.5055 -3.7756 0.21 0.09 0.30
H 0.6965 -1.1340 1.7977 -0.28 -0.24 0.11
H -0.4708 -2.4789 1.4449 -0.33 0.75 0.18
H -1.0395 -0.9339 2.2026 0.24 -0.47 0.14
O -0.1388 0.2582 4.5482 -0.08 2.83 -1.79
C -0.1868 1.2887 3.9603 0.17 -2.78 1.88
N -0.3003 2.3494 3.4096 0.17 1.34 -0.88
```
Forces are in eV/Å.

natural (NBO) atomic charge list, values in e, 6 entries: atom 1 (P): 1.409, atom 2 (P): 1.792, atom 3 (C): -0.298, atom 4 (C): -0.818, atom 5 (H): 0.154, atom 6 (H): 0.212

Here is an isolated ion of composition C6H13N and charge +1 in a non-equilibrium geometry from the Open Molecules 2025 dataset. Energies are from the ωB97M-V functional and the def2-TZVPD basis.

Results
HOMO-LUMO gap (spin up / spin down) = 0.40586 / 0.29142 Eh
2S+1 = 2
Energy relative to the best compared isomer or geometry (same formula, charge and spin) = 56.40 kcal per mole
Charge = +1
Largest force on an atom = 5.94 eV/A
LUMO (spin up / spin down) = -3.3 / -7.2 eV

The geometry in XYZ format:
```
20
Properties=species:S:1:pos:R:3:forces:R:3
C 0.1165 1.9496 -0.3077 -2.69 -1.82 0.94
C 0.8312 1.3802 0.9791 -5.12 0.43 -0.40
C 1.1879 -0.0853 1.0040 0.64 -0.11 -1.20
C 0.0857 -0.7739 0.2703 0.33 -0.87 2.63
C 0.2674 -1.1971 -1.0069 1.72 -1.81 -3.65
N -0.5110 -1.8877 -1.8918 4.22 3.91 -1.49
C -1.2618 -0.9314 0.7871 -3.01 -0.83 -2.35
H -0.7796 2.6192 -0.1795 0.50 -0.95 0.93
H 0.7067 2.6558 -0.7360 2.26 1.32 -2.10
H -0.3161 1.1487 -0.9924 1.08 1.22 0.42
H 0.1441 1.6232 1.7997 0.33 -0.19 0.12
H 1.6841 1.8748 1.1341 3.18 2.18 0.65
H 2.1583 -0.0577 0.4084 -1.05 -1.09 0.96
H 1.2739 -0.3724 2.0740 0.19 -0.25 -0.91
H 1.2529 -1.1512 -1.4283 0.54 1.05 -0.13
H -1.2558 -2.2562 -1.4803 -4.58 -2.00 0.88
H -0.4594 -1.5840 -2.9205 -0.09 -1.30 2.10
H -1.6325 -1.3777 1.6987 1.18 -0.18 0.75
H -1.7581 -1.6851 -0.0448 0.16 2.52 2.45
H -1.7345 0.1083 0.8326 0.21 -1.22 -0.59
```
Forces are in eV/Å.

natural (NBO) atomic charge list, values in e, 6 entries: atom 1 (C): -0.632, atom 2 (C): -0.379, atom 3 (C): -0.473, atom 4 (C): 0.250, atom 5 (C): 0.070, atom 6 (N): -0.601

Here is a single C5H9N2P molecule in a non-equilibrium geometry from the Open Molecules 2025 dataset. Energies are from the ωB97M-V functional and the def2-TZVPD basis.

Results
HOMO-LUMO gap (spin up / spin down) = 0.24452 / 0.24495 Eh
Energy relative to the best compared isomer or geometry (same formula, charge and spin) = 132.05 kcal per mole
Charge = 0
Largest force on an atom = 2.79 eV/A
LUMO (spin up / spin down) = -0.3 / -0.3 eV

The geometry in XYZ format:
```
17
Properties=species:S:1:pos:R:3:forces:R:3
C 1.0536 -0.4754 -0.2319 -0.59 0.21 -0.76
C -0.0483 0.2081 -0.2841 0.53 -0.16 0.34
C 2.2083 -1.3013 -0.7333 -1.53 -0.93 1.67
C -2.4179 1.3204 -0.5688 -0.51 -0.64 0.54
C -0.8703 1.4291 -0.6992 0.01 -2.21 -0.69
N 0.7299 0.0957 1.0786 -0.14 -1.61 -0.60
N 0.3427 -1.0814 1.9516 0.45 -0.13 1.50
P 1.2367 -2.5046 2.1407 -1.49 1.43 0.17
H 2.9785 -0.6291 -0.9353 1.50 0.97 -0.95
H 1.9934 -2.0670 -1.5008 -0.07 0.87 0.15
H 2.4931 -1.8441 0.1886 0.16 0.09 -0.83
H -2.6980 1.1187 0.4808 0.22 -0.46 -0.37
H -2.9299 0.4872 -1.2495 1.30 2.08 1.33
H -2.8552 2.3324 -0.6667 0.09 -0.58 -0.76
H -0.3268 2.0423 0.0299 -0.86 1.21 -0.54
H -0.6784 1.6288 -1.7876 0.39 0.16 1.18
H -0.2113 -0.7598 2.7869 0.54 -0.29 -1.38
```
Forces are in eV/Å.

natural (NBO) atomic charge list, values in e, 6 entries: atom 1 (C): 0.170, atom 2 (C): 0.132, atom 3 (C): -0.701, atom 4 (C): -0.615, atom 5 (C): -0.451, atom 6 (N): -0.324

Here is C29H25As2N5NiO11S3 as an isolated structure in a non-equilibrium geometry from the Open Molecules 2025 dataset. Energies are from the ωB97M-V functional and the def2-TZVPD basis.

Results
HOMO-LUMO gap (spin up / spin down) = 0.21211 / 0.21208 Eh
Energy relative to the best compared isomer or geometry (same formula, charge and spin) = 0.00 kcal per mole
Charge = -2
Largest force on an atom = 1.19 eV/A
LUMO (spin up / spin down) = 2.7 / 2.7 eV

The geometry in XYZ format:
```
76
Properties=species:S:1:pos:R:3:forces:R:3
Ni -2.8900 0.5957 1.4168 -1.19 -0.05 0.03
S -2.9744 0.4172 3.5848 -0.08 -0.03 0.18
C -3.6503 -1.1459 3.3473 0.09 0.01 0.05
S -4.0398 -1.3587 1.6883 0.42 0.02 -0.03
C -3.7903 -2.1064 4.3388 0.00 -0.02 -0.03
C -3.3849 -1.8585 5.6796 -0.02 0.00 0.00
N -3.0560 -1.6815 6.7716 0.01 0.00 0.00
C -4.2969 -3.4026 4.0444 -0.05 0.01 0.03
N -4.6991 -4.4637 3.8318 0.02 0.00 -0.01
C -0.8822 -3.0659 2.4069 0.00 0.00 0.00
O -0.0736 -2.7524 1.2540 -0.03 0.07 -0.02
C -0.0156 -1.4570 0.9374 -0.11 -0.05 0.05
O -0.6506 -0.5926 1.4928 0.36 -0.02 0.00
C 0.8792 -1.2163 -0.2415 0.03 -0.12 0.01
C 2.0738 -1.8335 -0.3239 0.00 -0.07 0.07
As 2.8789 -1.8464 1.4607 -0.05 0.03 0.03
C 4.7917 -1.8497 1.0116 0.01 -0.01 -0.01
C 2.6821 0.1639 1.5635 0.05 0.04 -0.03
C 2.0102 1.0054 0.7700 0.03 -0.05 -0.01
As 0.7280 0.6717 -0.7755 -0.07 0.05 -0.03
C 2.1291 0.9279 -2.1281 0.03 0.00 -0.03
C 2.1676 2.5039 0.8663 0.05 0.00 0.03
O 3.0541 3.0335 0.2418 -0.01 -0.01 0.01
O 1.2531 3.2149 1.5045 -0.06 0.03 0.01
C 0.2010 2.5300 2.2113 -0.03 -0.01 -0.03
C 3.3627 0.7449 2.7580 -0.01 0.00 -0.04
O 3.3579 1.8981 3.1033 0.00 0.00 0.00
O 3.9795 -0.2146 3.4856 0.00 -0.01 0.01
C 4.5757 0.2412 4.7001 0.00 0.00 0.00
C 2.8055 -1.9473 -1.6044 0.01 0.08 -0.07
O 3.9955 -2.1033 -1.7576 -0.02 0.01 -0.01
O 1.9358 -1.9806 -2.6336 0.03 -0.06 0.01
C 2.5309 -2.1164 -3.9207 0.00 0.02 -0.01
H -0.6441 -4.0960 2.6549 0.00 0.00 -0.01
H -1.9351 -2.9579 2.1576 -0.01 0.00 0.00
H -0.6362 -2.3985 3.2317 0.01 0.01 0.00
H 5.0606 -2.8356 0.6376 -0.01 0.01 -0.02
H 5.3223 -1.6501 1.9394 0.01 -0.02 0.02
H 5.0383 -1.1058 0.2605 0.00 -0.01 0.02
H 3.0583 0.3929 -1.9421 -0.03 0.04 -0.01
H 2.3398 1.9970 -2.0931 0.00 0.01 0.00
H 1.7148 0.6740 -3.1031 0.00 -0.01 0.02
H -0.3963 3.3105 2.6707 0.01 0.01 0.00
H 0.6142 1.8724 2.9746 0.01 0.00 0.00
H -0.4264 1.9654 1.5223 0.02 0.02 0.03
H 5.0231 -0.6369 5.1573 0.00 0.00 0.00
H 3.8189 0.6688 5.3558 0.00 0.00 0.00
H 5.3319 0.9973 4.4937 0.00 0.00 0.00
H 1.7014 -2.2014 -4.6157 -0.03 0.01 -0.03
H 3.1631 -3.0027 -3.9606 -0.01 0.00 0.00
H 3.1379 -1.2411 -4.1563 0.00 0.00 0.01
N -3.1750 2.5121 1.4175 0.52 0.05 -0.12
C -3.3746 3.6482 1.3678 0.05 0.02 0.03
C -3.6062 5.0225 1.3333 -0.04 0.00 0.05
C -4.4452 5.6151 2.3047 0.03 -0.03 0.02
N -5.1209 6.1129 3.1001 -0.02 0.01 -0.02
C -2.9922 5.8469 0.3620 -0.02 0.00 -0.03
N -2.5118 6.5645 -0.4057 0.01 0.00 0.01
C -0.8436 -1.5773 -6.5389 0.02 -0.01 0.03
C -1.2955 -0.9146 -5.2629 0.02 -0.01 0.00
C -2.2030 -1.5443 -4.4137 -0.02 0.00 -0.01
C -2.6896 -0.9027 -3.2858 0.00 0.00 0.00
C -2.2606 0.3827 -2.9864 0.02 0.01 0.01
C -1.3286 1.0098 -3.7982 -0.03 0.00 -0.02
C -0.8522 0.3607 -4.9305 0.01 0.00 0.01
S -2.9746 1.2657 -1.6078 0.02 -0.05 0.03
O -4.3937 1.2928 -1.8611 -0.01 0.02 -0.01
O -2.2861 2.5316 -1.5553 -0.01 0.00 -0.01
O -2.6221 0.3566 -0.4720 0.04 0.05 -0.19
H -1.0215 -2.6528 -6.5102 0.01 0.00 0.00
H 0.2190 -1.4093 -6.7240 0.01 0.00 0.01
H -1.3882 -1.1750 -7.3966 0.00 -0.01 0.00
H -2.5465 -2.5456 -4.6499 0.00 0.00 0.00
H -3.4122 -1.3842 -2.6393 0.01 -0.01 0.01
H -1.0118 2.0131 -3.5425 0.01 0.00 0.00
H -0.1382 0.8634 -5.5755 0.00 0.00 0.00
```
Forces are in eV/Å.

Mulliken atomic charge list, values in e, 6 entries: atom 1 (Ni): -0.011, atom 2 (S): -0.378, atom 3 (C): 0.822, atom 4 (S): -0.442, atom 5 (C): 0.283, atom 6 (C): -0.056

Here is a 2-piece molecular cluster, C4H15N2O overall in a non-equilibrium geometry from the Open Molecules 2025 dataset. Energies are from the ωB97M-V functional and the def2-TZVPD basis.

Results
HOMO-LUMO gap = 0.34672 Eh
Energy relative to the best compared isomer or geometry (same formula, charge and spin) = 74.25 kcal per mole
Charge = +1
Largest force on an atom = 6.26 eV/A
LUMO = -3.2 eV

The geometry in XYZ format:
```
22
Properties=species:S:1:pos:R:3:forces:R:3
N 0.5348 -1.3141 -0.3837 -0.86 0.67 -1.51
C -0.5976 -0.3513 -0.0026 -0.32 0.38 1.21
C -0.7707 0.6051 -1.1239 1.36 0.20 -2.46
C -0.3370 0.2717 1.4063 -2.46 0.71 -0.82
N 0.8750 1.0021 1.5519 -0.15 0.20 1.62
C 0.5473 2.4210 1.8538 4.79 3.47 -1.63
H 0.2021 -2.2294 -0.8959 0.92 2.18 0.44
H 1.1249 -0.6492 -0.9771 -0.34 -1.86 0.79
H 0.9744 -1.5073 0.4926 0.93 -0.56 0.39
H -1.4824 -0.9496 0.1563 -0.33 -0.27 -0.32
H -1.5833 1.2643 -1.0683 -1.42 0.74 0.79
H -1.0033 0.0344 -2.0576 0.48 0.37 0.49
H 0.0873 1.3276 -1.3427 -0.61 -1.29 0.53
H -1.2296 0.9910 1.6202 1.35 -1.30 -0.79
H -0.5803 -0.5002 2.0932 0.51 -1.03 1.11
H 1.5985 0.5934 2.2062 -1.52 0.84 -0.85
H -0.3691 2.9771 1.6902 -0.98 -1.50 -0.66
H 0.8409 2.9619 2.8015 0.22 -1.68 -0.33
H 1.2793 2.9375 1.0637 -1.57 -0.28 1.73
H 0.6647 -3.1573 -3.4675 -3.26 1.66 2.74
H -0.5944 -3.8569 -2.8226 0.89 3.41 0.35
O -0.1815 -2.8718 -2.7940 2.37 -5.07 -2.80
```
Forces are in eV/Å.

natural (NBO) atomic charge list, values in e, 6 entries: atom 1 (N): -0.720, atom 2 (C): -0.050, atom 3 (C): -0.675, atom 4 (C): -0.248, atom 5 (N): -0.674, atom 6 (C): -0.480

> Number 2 is which compound?

C6H13N

> largest force on an atom of number 5 (C4H15N2O)?

6.26 eV/A